Record 1
C17H24O13V | wB97M-V/def2-TZVPD

E_tot in Eh: -2584.33448
HOMO-LUMO gap (alpha / beta) in eV: 6.73 / 7.35
Highest occupied orbital energy (alpha / beta) in eV: -5.35 / -5.97
E_LUMO (alpha / beta) in eV: 1.38 / 1.38
<S²>: 2.008

ORCA input file:
```
! wB97M-V def2-TZVPD RIJCOSX def2/J DEFGRID3
* xyz -1 3
V 0.29 -0.27 0.99
C -0.13 4.76 -1.69
C -0.16 3.72 -0.81
C 0.24 2.33 -1.11
O 0.07 1.43 -0.13
C 0.85 2.19 -2.35
C 0.73 3.28 -3.45
C 0.22 4.66 -3.12
O 0.36 5.58 -3.84
O 1.09 3.06 -4.60
O -0.57 3.90 0.48
H -0.36 5.72 -1.30
H 1.39 1.38 -2.78
C 1.81 -5.25 1.47
C 1.54 -4.00 1.12
C 0.39 -3.19 1.75
O -0.07 -2.20 1.08
C -0.13 -3.62 2.90
C 0.46 -4.80 3.58
C 1.38 -5.77 2.78
O 1.74 -6.77 3.35
O 0.12 -5.11 4.69
O 2.14 -3.26 0.01
H 2.50 -5.60 0.72
H -0.94 -3.03 3.40
C -3.43 2.17 -3.09
O -3.80 1.25 -2.08
H -4.18 3.03 -2.97
H -2.48 2.63 -2.86
H -3.57 1.75 -4.11
H -3.04 0.87 -1.61
C 1.27 0.74 3.62
O 0.22 0.10 2.72
H 1.80 1.53 3.05
H 0.77 1.19 4.47
H 1.90 -0.12 3.92
H -0.57 3.07 0.91
C -0.24 -1.78 -2.65
O -0.32 -0.76 -1.61
H -0.24 -1.37 -3.67
H 0.69 -2.35 -2.51
H -1.09 -2.48 -2.49
H 0.37 -0.12 -1.82
C -2.75 0.58 1.55
O -1.90 -0.11 0.62
H -2.57 0.10 2.56
H -2.59 1.67 1.65
H -3.78 0.46 1.26
H -2.15 -1.07 0.48
C 2.96 0.43 0.28
O 2.02 -0.51 0.39
H 3.96 0.11 0.50
H 2.95 0.86 -0.76
H 2.82 1.31 0.94
H 2.04 -2.31 0.15
*
```

natural (NBO) population analysis, charges in e, atoms 1 to 4: 1.56, -0.42, 0.33, 0.42

---

Record 2
C17H25AsInN12S | wB97M-V/def2-TZVPD

E_tot in Eh: -4143.73949
HOMO-LUMO gap in eV: 8.02
Highest occupied orbital energy in eV: -10.64
E_LUMO in eV: -2.62

ORCA input file:
```
! wB97M-V def2-TZVPD RIJCOSX def2/J DEFGRID3
* xyz 1 1
In -0.35 -0.83 2.05
N 2.86 -2.85 -0.28
C 3.22 -1.55 -0.36
N 4.27 -1.18 -1.17
N 4.35 0.09 -1.09
N 3.42 0.49 -0.23
N 2.66 -0.52 0.24
C 1.67 -3.31 0.29
N 1.13 -4.47 -0.06
N 0.03 -4.56 0.71
N -0.07 -3.51 1.46
N 0.98 -2.69 1.22
H 3.36 -3.50 -0.86
C -1.73 -5.14 -2.13
C -2.08 -3.97 -1.28
C -3.03 -3.96 -0.30
C -3.14 -2.82 0.51
N -2.40 -1.73 0.31
C -1.51 -1.72 -0.69
S -0.50 -0.38 -0.96
N -1.36 -2.84 -1.46
C -4.06 -2.82 1.68
H -2.39 -5.97 -1.92
H -0.70 -5.43 -1.90
H -1.80 -4.88 -3.19
H -3.63 -4.84 -0.11
H -0.62 -2.82 -2.14
H -5.08 -3.04 1.36
H -4.04 -1.85 2.18
H -3.76 -3.60 2.38
N -2.40 1.64 1.21
C -1.78 2.85 0.93
C -1.48 3.75 1.96
C -0.82 4.94 1.69
C -0.43 5.26 0.40
C -0.73 4.37 -0.63
C -1.40 3.18 -0.37
H -2.78 1.14 0.43
H -3.01 1.64 2.02
H -1.78 3.51 2.98
H -0.62 5.62 2.50
H 0.05 6.20 0.19
H -0.49 4.62 -1.65
H -1.64 2.50 -1.18
C 4.31 3.30 -0.24
As 2.76 2.20 -0.32
C 1.60 2.36 1.16
C 1.88 2.34 -2.01
H 4.01 4.33 -0.38
H 4.99 3.00 -1.03
H 4.78 3.17 0.73
H 2.15 2.08 2.07
H 0.76 1.69 1.00
H 1.24 3.39 1.21
H 1.57 3.38 -2.14
H 1.01 1.69 -2.00
H 2.58 2.05 -2.78
*
```

natural (NBO) population analysis, charges in e, atoms 1 to 4: 0.77, -0.58, 0.46, -0.23

---

Record 3
C17H25ClMoN2 | wB97M-V/def2-TZVPD

E_tot in Eh: -1299.94224
HOMO-LUMO gap (alpha / beta) in eV: 3.79 / 5.72
Highest occupied orbital energy (alpha / beta) in eV: -12.03 / -13.96
E_LUMO (alpha / beta) in eV: -8.24 / -8.24
<S²>: 2.027

ORCA input file:
```
! wB97M-V def2-TZVPD RIJCOSX def2/J DEFGRID3
* xyz 2 3
C -2.04 -5.02 -0.54
C -2.13 -4.99 0.91
C -3.11 -4.43 -1.33
C -0.78 -5.40 -1.17
Cl 0.79 -1.17 0.95
H -3.90 -5.12 -1.70
H -2.68 -3.97 -2.24
H -3.64 -3.71 -0.68
H -2.52 -5.90 1.41
H -2.81 -4.18 1.21
H -1.12 -4.84 1.32
H -0.67 -6.46 -1.45
H 0.03 -5.21 -0.43
H -0.65 -4.81 -2.10
C -1.22 2.26 1.57
C -1.97 1.82 0.40
C -2.13 0.40 0.51
H -2.44 2.45 -0.35
C -1.46 -0.04 1.71
C -0.90 1.12 2.36
H -0.33 1.13 3.28
H -1.01 3.31 1.80
H -2.75 -0.24 -0.12
H -1.46 -1.05 2.11
C 2.48 0.36 -1.41
C 1.90 1.53 -1.95
C 0.54 1.25 -2.38
H 2.41 2.48 -2.13
C 0.30 -0.16 -2.11
C 1.50 -0.69 -1.49
H 1.70 -1.75 -1.34
H 3.46 0.28 -0.96
H -0.10 1.89 -2.99
H -0.56 -0.73 -2.47
Mo 0.07 0.71 -0.13
C 3.68 4.39 0.46
N 2.36 4.18 1.08
C 1.71 5.20 1.91
C 1.71 3.11 0.78
N 1.05 2.23 0.40
H 4.08 5.33 0.82
H 3.60 4.44 -0.63
H 4.37 3.58 0.72
H 0.80 5.58 1.43
H 1.44 4.80 2.90
H 2.40 6.03 2.05
*
```

natural (NBO) population analysis, charges in e, atoms 1 to 4: 0.63, -0.77, -0.77, -0.77

---

Record 4
C17H25CoN3O3P | wB97M-V/def2-TZVPD

E_tot in Eh: -2776.25435
HOMO-LUMO gap (alpha / beta) in eV: 8.64 / 7.27
Highest occupied orbital energy (alpha / beta) in eV: -14.60 / -15.63
E_LUMO (alpha / beta) in eV: -5.96 / -8.37
<S²>: 6.030

ORCA input file:
```
! wB97M-V def2-TZVPD RIJCOSX def2/J DEFGRID3
* xyz 2 5
C -0.81 -3.07 -0.19
C -0.86 -2.32 -1.48
N -0.23 -1.12 -1.50
C -0.12 -0.40 -2.64
C -0.67 -0.89 -3.82
C -1.36 -2.11 -3.82
C -1.46 -2.83 -2.63
C 0.66 0.89 -2.58
P 1.81 0.87 -1.15
H -1.98 -3.79 -2.55
H -0.52 -0.31 -4.73
H -1.79 -2.50 -4.74
C -2.14 -1.55 1.15
C -0.27 -2.70 2.17
H -0.01 1.75 -2.46
H 0.11 -3.66 -0.12
H -1.68 -3.74 -0.09
C 2.07 2.61 -0.76
C 3.39 0.26 -1.77
H 2.76 2.68 0.09
H 2.53 3.11 -1.62
H 1.14 3.12 -0.50
H 4.11 0.28 -0.94
H 3.29 -0.78 -2.10
H 3.75 0.89 -2.60
H -0.93 -3.53 2.50
H 0.74 -3.07 1.96
H -0.23 -1.94 2.96
H -2.83 -2.37 1.40
H -2.11 -0.84 1.98
H -2.49 -1.05 0.24
C 1.35 0.13 1.51
O 1.87 0.51 2.47
Co 0.76 -0.66 0.08
O 2.04 -1.92 0.08
H 1.26 1.02 -3.49
H 2.14 -2.26 -0.82
N -0.79 -2.10 0.93
O -0.72 0.99 0.53
N -0.79 1.87 1.54
C -0.98 1.46 2.83
C -1.26 2.41 3.80
C -1.22 3.76 3.48
C -1.00 4.15 2.16
C -0.86 3.19 1.18
H -0.98 0.38 3.04
H -1.47 2.06 4.81
H -1.36 4.51 4.26
H -1.02 5.19 1.84
H -0.85 3.40 0.10
*
```

natural (NBO) population analysis, charges in e, atoms 1 to 4: -0.28, 0.24, -0.60, 0.26